Entry 1:
100
Properties=species:S:1:pos:R:3 method="wB97M-V/def2-TZVPD" spin_multiplicity=1 energy_ev=-325280.678 fmax_ev_per_a=1.59 charge=-1 homo_lumo_gap_ev=7.22
O 0.24 -0.67 2.92
N -0.35 -1.59 2.38
O 0.35 -2.26 1.56
In 2.03 -0.88 1.04
P 3.35 -1.87 -0.94
O 3.64 -0.83 -1.98
O 4.79 -2.51 -0.43
O 2.69 -3.16 -1.71
H 1.31 0.63 0.69
H 3.16 -0.77 2.39
H 4.65 -2.99 0.40
H 3.24 -3.93 -1.63
Cl -0.02 -1.14 -1.73
C -0.17 -2.29 -3.07
C -1.59 -2.32 -3.58
Cl -2.71 -3.01 -2.38
H 0.16 -3.26 -2.71
H 0.50 -1.97 -3.86
H -1.66 -2.94 -4.48
H -1.94 -1.32 -3.81
Cl -2.61 2.52 -1.78
C -4.28 2.01 -1.44
C -4.47 0.52 -1.59
Cl -4.37 -0.02 -3.29
H -4.95 2.55 -2.10
H -4.49 2.29 -0.41
H -5.45 0.24 -1.22
H -3.71 -0.03 -1.03
Cl 0.64 3.60 -2.56
C 2.31 4.21 -2.37
C 3.28 3.10 -2.04
Cl 3.00 2.44 -0.42
H 2.29 4.96 -1.59
H 2.58 4.67 -3.32
H 4.30 3.50 -2.07
H 3.22 2.27 -2.74
Cl -8.03 -2.18 3.00
C -7.67 -2.34 1.26
C -6.41 -1.61 0.87
Cl -6.61 0.16 1.00
H -8.53 -1.97 0.71
H -7.54 -3.40 1.06
H -6.16 -1.83 -0.16
H -5.57 -1.89 1.50
Cl 2.80 -4.48 2.04
C 1.48 -5.62 2.34
C 0.77 -5.32 3.64
Cl 1.79 -5.67 5.06
H 1.88 -6.63 2.33
H 0.77 -5.50 1.52
H -0.12 -5.94 3.73
H 0.48 -4.27 3.69
Cl 0.06 3.81 1.31
C -0.94 5.27 1.38
C -0.70 6.16 0.18
Cl 0.93 6.89 0.19
H -0.73 5.79 2.31
H -1.98 4.96 1.38
H -1.42 6.98 0.18
H -0.80 5.59 -0.74
Cl -5.59 1.52 6.80
C -6.23 1.46 5.13
C -5.14 1.53 4.09
Cl -4.33 3.12 4.06
H -6.93 2.29 5.03
H -6.77 0.52 5.03
H -5.59 1.37 3.11
H -4.38 0.77 4.26
Cl 6.33 -6.23 1.29
C 7.09 -6.19 -0.32
C 6.24 -5.49 -1.34
Cl 4.76 -6.43 -1.72
H 7.30 -7.22 -0.61
H 8.03 -5.65 -0.21
H 6.78 -5.38 -2.27
H 5.93 -4.51 -1.00
Cl 2.33 -2.51 -5.69
C 3.90 -1.75 -5.31
C 5.01 -2.77 -5.25
Cl 4.82 -3.79 -3.81
H 3.80 -1.22 -4.37
H 4.10 -1.04 -6.12
H 5.97 -2.26 -5.15
H 5.03 -3.41 -6.13
Cl -2.17 4.84 8.21
C -2.91 3.32 8.79
C -3.48 3.46 10.18
Cl -2.22 3.67 11.42
H -2.15 2.54 8.74
H -3.71 3.07 8.10
H -4.02 2.55 10.43
H -4.15 4.31 10.24
Cl 4.26 6.01 -5.42
C 3.96 4.83 -6.72
C 2.51 4.82 -7.16
Cl 1.44 4.17 -5.90
H 4.26 3.85 -6.36
H 4.59 5.12 -7.56
H 2.41 4.18 -8.03
H 2.17 5.82 -7.41

Entry 2:
80
Properties=species:S:1:pos:R:3 method="wB97M-V/def2-TZVPD" spin_multiplicity=2 energy_ev=-112737.840 s_squared=0.953 fmax_ev_per_a=0.85 charge=+2 homo_lumo_gap_ev="8.00 / 8.90"
Fe -0.46 0.79 -0.51
C -3.20 1.29 -2.93
P -2.48 1.57 -1.28
C -3.87 0.99 -0.25
C -2.55 3.38 -0.96
C -2.11 3.58 0.49
P -0.57 2.63 0.79
C -0.67 2.18 2.54
C 0.73 3.89 0.65
H -3.43 0.23 -3.04
H -2.53 1.58 -3.74
H -4.13 1.85 -3.00
H -4.73 1.64 -0.42
H -3.61 0.99 0.81
H -4.16 -0.02 -0.53
H -3.56 3.75 -1.14
H -1.89 3.90 -1.65
H -2.87 3.21 1.18
H -1.96 4.63 0.73
H -0.77 3.07 3.16
H 0.20 1.62 2.87
H -1.55 1.55 2.68
H 0.55 4.68 1.38
H 0.70 4.33 -0.35
H 1.72 3.48 0.82
C -1.54 -3.16 -0.31
S -2.34 -1.84 0.59
O -1.40 -0.63 0.60
C -2.23 -2.48 2.24
C -1.24 -2.02 3.10
C -1.19 -2.53 4.39
C -2.10 -3.49 4.79
C -3.08 -3.94 3.92
C -3.16 -3.43 2.64
H -0.57 -3.39 0.13
H -1.44 -2.84 -1.35
H -2.21 -4.02 -0.27
H -0.54 -1.27 2.75
H -0.43 -2.17 5.07
H -2.05 -3.89 5.80
H -3.80 -4.69 4.25
H -3.94 -3.76 1.96
C 2.16 1.82 -2.67
Si 0.30 1.57 -2.70
C -0.07 0.03 -3.72
C -0.31 3.16 -3.52
H 2.46 1.93 -3.72
H 2.72 0.97 -2.27
H 2.47 2.73 -2.16
H 0.14 0.26 -4.77
H -1.09 -0.34 -3.68
H 0.59 -0.78 -3.43
H 0.21 3.20 -4.49
H 0.02 4.04 -2.97
H -1.37 3.26 -3.74
C 4.64 -1.39 -2.73
C 3.56 -2.22 -2.08
O 3.09 -1.56 -0.86
P 1.54 -1.27 -0.60
O 1.19 -2.19 0.67
C 2.08 -2.53 1.76
C 1.86 -3.98 2.12
O 1.56 0.28 0.06
C 2.78 1.00 0.46
C 2.91 1.14 1.95
H 5.03 -1.93 -3.59
H 5.46 -1.22 -2.03
H 4.25 -0.44 -3.08
H 3.94 -3.19 -1.75
H 2.71 -2.38 -2.74
H 1.83 -1.87 2.60
H 3.11 -2.35 1.46
H 0.83 -4.15 2.43
H 2.52 -4.25 2.95
H 2.10 -4.62 1.28
H 2.72 1.97 -0.04
H 3.62 0.47 0.04
H 2.15 1.78 2.39
H 3.88 1.60 2.17
H 2.89 0.17 2.45

Entry 3:
98
Properties=species:S:1:pos:R:3 method="wB97M-V/def2-TZVPD" spin_multiplicity=2 energy_ev=-398879.568 s_squared=0.754 fmax_ev_per_a=5.08 charge=-1 homo_lumo_gap_ev="2.82 / 7.43"
C -12.98 9.22 -16.16
Br -13.70 10.93 -15.58
Br -12.33 7.98 -14.69
Br -11.52 9.61 -17.32
H -13.73 8.69 -16.75
C -11.83 15.90 -21.62
C -13.05 16.87 -21.86
O -14.39 16.35 -21.50
P -14.88 14.84 -21.86
O -16.34 14.56 -21.51
O -14.53 14.71 -23.48
C -15.57 14.99 -24.44
C -16.04 13.59 -24.96
O -13.78 13.91 -21.20
C -14.19 12.64 -20.61
C -13.16 11.70 -19.85
H -10.90 16.42 -21.85
H -11.70 15.39 -20.66
H -11.87 15.11 -22.36
H -12.92 17.67 -21.14
H -12.99 17.23 -22.89
H -16.38 15.63 -24.10
H -15.27 15.54 -25.33
H -15.15 13.15 -25.40
H -16.17 12.99 -24.06
H -16.98 13.73 -25.50
H -14.90 12.96 -19.86
H -14.77 12.19 -21.42
H -12.76 12.20 -18.97
H -13.68 10.83 -19.45
H -12.27 11.36 -20.40
C -15.19 2.62 -16.57
C -16.11 3.82 -16.94
O -16.37 3.69 -18.26
P -17.47 4.50 -19.12
O -17.05 5.87 -19.53
O -18.75 4.41 -18.10
C -19.63 5.47 -18.12
C -19.63 6.06 -16.77
O -17.81 3.51 -20.38
C -16.97 3.30 -21.42
C -17.87 3.33 -22.67
H -15.94 1.83 -16.52
H -14.44 2.49 -17.35
H -14.78 2.73 -15.56
H -17.07 3.91 -16.43
H -15.59 4.78 -16.94
H -19.44 6.28 -18.81
H -20.58 4.98 -18.33
H -19.88 5.26 -16.06
H -18.61 6.31 -16.49
H -20.37 6.83 -16.58
H -16.15 4.00 -21.56
H -16.48 2.33 -21.37
H -17.33 3.08 -23.58
H -18.71 2.65 -22.57
H -18.27 4.33 -22.82
C -16.47 9.87 -24.72
C -15.87 9.19 -25.93
O -14.65 8.47 -25.57
P -13.48 8.04 -26.63
O -13.93 8.37 -28.00
O -13.21 6.55 -26.11
C -12.34 6.36 -25.05
C -12.58 4.93 -24.50
O -12.21 8.85 -26.17
C -12.20 10.27 -26.15
C -12.47 10.70 -24.72
H -17.27 10.52 -25.06
H -16.96 9.21 -24.00
H -15.75 10.36 -24.05
H -16.53 8.55 -26.51
H -15.57 9.87 -26.73
H -11.31 6.52 -25.40
H -12.66 7.19 -24.42
H -12.18 4.75 -23.51
H -13.66 4.82 -24.63
H -12.01 4.25 -25.13
H -11.16 10.43 -26.44
H -12.94 10.71 -26.82
H -13.54 10.61 -24.52
H -11.99 10.12 -23.93
H -12.24 11.75 -24.52
C -9.75 7.77 -21.12
Cl -8.40 7.34 -20.05
Cl -9.35 7.70 -22.87
Cl -10.42 9.32 -20.53
H -10.60 7.11 -20.94
C -9.44 3.29 -22.98
Cl -10.45 2.05 -23.73
Cl -10.34 3.84 -21.45
Cl -9.34 4.62 -24.17
H -8.56 2.83 -22.53
C -13.55 6.18 -20.02
Cl -12.24 5.17 -19.57
Cl -13.89 5.85 -21.82
Cl -13.30 7.91 -19.56
H -14.40 5.85 -19.42

Entry 4:
98
Properties=species:S:1:pos:R:3 method="wB97M-V/def2-TZVPD" spin_multiplicity=2 energy_ev=-226311.161 s_squared=0.760 fmax_ev_per_a=6.55 charge=+1 homo_lumo_gap_ev="9.50 / 2.12"
C -0.35 -9.26 -0.53
C -0.41 -9.42 -2.09
O -0.98 -8.29 -2.66
P 0.01 -7.05 -2.98
O 1.05 -6.80 -1.95
O -0.94 -5.74 -3.25
C -0.30 -4.47 -3.25
C -1.40 -3.35 -3.22
O 0.54 -7.33 -4.48
C 1.53 -6.57 -5.03
C 2.60 -7.50 -5.57
H -1.36 -9.22 -0.14
H 0.21 -10.02 0.01
H 0.13 -8.32 -0.23
H 0.55 -9.66 -2.54
H -1.05 -10.29 -2.25
H 0.33 -4.35 -2.37
H 0.40 -4.38 -4.08
H -1.03 -2.36 -3.47
H -2.21 -3.60 -3.90
H -1.94 -3.34 -2.27
H 1.14 -6.06 -5.90
H 2.03 -5.92 -4.31
H 2.30 -8.36 -6.15
H 3.42 -7.00 -6.09
H 3.05 -7.89 -4.65
C -5.00 3.27 -1.27
C -3.56 3.06 -0.78
O -3.60 2.64 0.58
P -2.79 3.22 1.86
O -2.70 2.31 3.03
O -1.34 3.71 1.27
C -0.26 4.21 2.11
C 0.56 5.24 1.33
O -3.48 4.61 2.24
C -4.57 4.72 3.14
C -5.69 5.34 2.32
H -4.96 3.24 -2.35
H -5.72 2.51 -0.96
H -5.49 4.21 -1.00
H -3.16 2.30 -1.44
H -2.93 3.94 -0.92
H -0.64 4.73 2.99
H 0.41 3.37 2.31
H -0.07 6.09 1.07
H 1.41 5.57 1.91
H 1.04 4.78 0.47
H -4.84 3.74 3.52
H -4.26 5.35 3.98
H -5.46 6.36 2.05
H -5.88 4.84 1.37
H -6.63 5.51 2.84
C -0.66 0.38 5.84
C 0.26 0.69 4.65
O 1.53 0.71 5.18
P 2.60 1.75 4.55
O 2.13 3.16 4.39
O 3.95 1.44 5.40
C 5.18 2.08 5.01
C 6.08 1.01 4.46
O 3.00 0.99 3.18
C 3.37 1.71 2.04
C 4.12 0.87 0.99
H -0.42 1.02 6.69
H -1.69 0.48 5.52
H -0.58 -0.66 6.18
H 0.28 -0.17 3.97
H -0.05 1.54 4.04
H 4.90 2.89 4.32
H 5.70 2.52 5.86
H 5.56 0.36 3.75
H 7.00 1.36 3.99
H 6.36 0.36 5.29
H 2.43 2.06 1.62
H 3.99 2.54 2.36
H 4.40 1.46 0.12
H 5.03 0.47 1.43
H 3.57 0.03 0.56
C -0.01 4.03 -3.73
Cl 0.02 4.64 -5.37
Cl -1.48 3.20 -3.41
Cl 0.16 5.37 -2.57
H 0.80 3.33 -3.54
C -0.45 0.91 -0.45
Cl -1.37 -0.31 -1.39
Cl 1.05 1.48 -1.26
Cl -0.16 0.38 1.20
H -1.09 1.79 -0.42
C 4.07 3.05 -2.73
Cl 3.72 3.61 -1.09
Cl 5.82 2.55 -2.75
Cl 3.77 4.41 -3.79
H 3.34 2.28 -2.97
C -4.72 -0.85 -2.97
Cl -6.17 -0.25 -2.22
Cl -3.94 0.42 -3.89
Cl -5.10 -2.15 -4.07
H -4.00 -1.21 -2.23

Repeat the third record exactly.
98
Properties=species:S:1:pos:R:3 method="wB97M-V/def2-TZVPD" spin_multiplicity=2 energy_ev=-398879.568 s_squared=0.754 fmax_ev_per_a=5.08 charge=-1 homo_lumo_gap_ev="2.82 / 7.43"
C -12.98 9.22 -16.16
Br -13.70 10.93 -15.58
Br -12.33 7.98 -14.69
Br -11.52 9.61 -17.32
H -13.73 8.69 -16.75
C -11.83 15.90 -21.62
C -13.05 16.87 -21.86
O -14.39 16.35 -21.50
P -14.88 14.84 -21.86
O -16.34 14.56 -21.51
O -14.53 14.71 -23.48
C -15.57 14.99 -24.44
C -16.04 13.59 -24.96
O -13.78 13.91 -21.20
C -14.19 12.64 -20.61
C -13.16 11.70 -19.85
H -10.90 16.42 -21.85
H -11.70 15.39 -20.66
H -11.87 15.11 -22.36
H -12.92 17.67 -21.14
H -12.99 17.23 -22.89
H -16.38 15.63 -24.10
H -15.27 15.54 -25.33
H -15.15 13.15 -25.40
H -16.17 12.99 -24.06
H -16.98 13.73 -25.50
H -14.90 12.96 -19.86
H -14.77 12.19 -21.42
H -12.76 12.20 -18.97
H -13.68 10.83 -19.45
H -12.27 11.36 -20.40
C -15.19 2.62 -16.57
C -16.11 3.82 -16.94
O -16.37 3.69 -18.26
P -17.47 4.50 -19.12
O -17.05 5.87 -19.53
O -18.75 4.41 -18.10
C -19.63 5.47 -18.12
C -19.63 6.06 -16.77
O -17.81 3.51 -20.38
C -16.97 3.30 -21.42
C -17.87 3.33 -22.67
H -15.94 1.83 -16.52
H -14.44 2.49 -17.35
H -14.78 2.73 -15.56
H -17.07 3.91 -16.43
H -15.59 4.78 -16.94
H -19.44 6.28 -18.81
H -20.58 4.98 -18.33
H -19.88 5.26 -16.06
H -18.61 6.31 -16.49
H -20.37 6.83 -16.58
H -16.15 4.00 -21.56
H -16.48 2.33 -21.37
H -17.33 3.08 -23.58
H -18.71 2.65 -22.57
H -18.27 4.33 -22.82
C -16.47 9.87 -24.72
C -15.87 9.19 -25.93
O -14.65 8.47 -25.57
P -13.48 8.04 -26.63
O -13.93 8.37 -28.00
O -13.21 6.55 -26.11
C -12.34 6.36 -25.05
C -12.58 4.93 -24.50
O -12.21 8.85 -26.17
C -12.20 10.27 -26.15
C -12.47 10.70 -24.72
H -17.27 10.52 -25.06
H -16.96 9.21 -24.00
H -15.75 10.36 -24.05
H -16.53 8.55 -26.51
H -15.57 9.87 -26.73
H -11.31 6.52 -25.40
H -12.66 7.19 -24.42
H -12.18 4.75 -23.51
H -13.66 4.82 -24.63
H -12.01 4.25 -25.13
H -11.16 10.43 -26.44
H -12.94 10.71 -26.82
H -13.54 10.61 -24.52
H -11.99 10.12 -23.93
H -12.24 11.75 -24.52
C -9.75 7.77 -21.12
Cl -8.40 7.34 -20.05
Cl -9.35 7.70 -22.87
Cl -10.42 9.32 -20.53
H -10.60 7.11 -20.94
C -9.44 3.29 -22.98
Cl -10.45 2.05 -23.73
Cl -10.34 3.84 -21.45
Cl -9.34 4.62 -24.17
H -8.56 2.83 -22.53
C -13.55 6.18 -20.02
Cl -12.24 5.17 -19.57
Cl -13.89 5.85 -21.82
Cl -13.30 7.91 -19.56
H -14.40 5.85 -19.42